This record from the OMol25 dataset describes a structure of composition C4H24B2CuN8O4 at a distorted geometry. The level of theory is ωB97M-V/def2-TZVPD.

ORCA input file:
```
! RIJCOSX wB97M-V def2-TZVPD def2/J DEFGRID3
* xyz -1 3
Cu 0.048 -0.117 0.342
O 1.500 1.362 1.285
O 0.611 0.804 -1.553
O -1.655 -1.156 -0.546
O 0.154 -1.286 2.150
N 2.761 2.843 0.382
N -0.774 2.306 -2.465
N 0.284 -3.484 1.875
N -2.271 -1.325 -2.752
N -0.590 -2.637 3.706
N 1.151 2.004 -3.410
N -3.675 -1.673 -1.155
N 2.276 3.020 2.508
C -2.478 -1.341 -1.456
C 0.339 1.691 -2.388
C 2.184 2.322 1.394
C -0.013 -2.408 2.576
B -1.534 1.266 1.000
B 1.706 -1.951 -0.478
H -0.521 -1.867 4.356
H 0.938 2.672 -4.136
H 2.006 1.474 -3.316
H 0.852 -3.278 1.066
H -0.723 3.182 -2.966
H -3.851 -1.977 -0.208
H -1.356 2.132 -1.658
H 0.666 -1.967 -0.765
H 1.949 2.638 3.384
H -1.026 2.201 1.176
H 2.911 3.804 2.551
H 2.972 2.288 -0.435
H -2.559 1.463 1.272
H 2.301 -1.988 -1.378
H -2.857 -1.876 -3.362
H 0.302 -4.413 2.272
H -1.164 0.478 1.638
H 3.179 3.755 0.500
H -1.438 -1.097 -3.277
H -1.482 1.088 -0.063
H 1.982 -2.819 0.101
H -0.690 -3.572 4.075
H -4.355 -1.526 -1.887
H 1.938 -1.034 0.042
*
```

Calculated values
frontier orbital gap (alpha / beta) = 1.9 / 8.3 eV
highest occupied orbital energy (alpha / beta) = 0.7387 / -5.9714 eV
expectation value of S² = 2.00

---

This record from the OMol25 dataset describes a cluster of 13 separate species, C4H24BO20 in total at a distorted geometry. The level of theory is ωB97M-V/def2-TZVPD.

ORCA input file:
```
! RIJCOSX wB97M-V def2-TZVPD def2/J DEFGRID3
* xyz -1 1
O 3.709 -1.496 -1.206
O -0.380 0.642 -0.807
O -2.527 -4.602 0.876
O 6.882 -1.215 0.117
O 1.619 0.677 0.628
O 5.448 3.078 0.766
O -0.196 -1.039 0.827
O 1.286 -4.053 -2.728
O -2.820 2.257 -3.129
O -1.210 3.572 -0.512
O -4.729 3.171 0.406
O 5.893 -0.994 2.678
O -2.471 -1.306 1.146
O 3.980 0.595 0.634
O -4.785 -1.246 -3.087
O -2.650 0.677 -0.930
O -5.348 -0.196 -0.519
O -1.893 -3.096 3.232
O 1.426 -1.038 -0.996
O 0.930 3.460 1.992
C -1.607 0.255 -0.506
C -1.539 -0.834 0.602
C 2.728 -0.913 -0.735
C 2.860 0.216 0.272
B 0.628 -0.208 -0.106
H -4.651 3.947 -0.150
H 0.484 -3.549 -2.864
H 5.918 -0.101 3.022
H 7.135 -2.026 -0.323
H -5.663 -1.613 -3.188
H 0.409 3.374 2.791
H -0.256 3.617 -0.574
H -1.015 -2.790 3.456
H -2.041 -4.032 1.472
H 6.130 -0.896 -0.381
H -2.397 -2.295 3.086
H -4.805 -0.805 -2.238
H -3.826 2.947 0.634
H -1.380 3.365 0.407
H -4.869 0.113 0.250
H 0.913 2.588 1.599
H 5.604 3.506 -0.076
H 5.298 2.159 0.544
H -2.569 1.447 -2.684
H 6.165 -0.908 1.765
H -2.949 2.889 -2.422
H -2.627 -4.084 0.077
H -6.224 0.177 -0.422
H 1.981 -3.396 -2.697
*
```

Calculated values
frontier orbital gap = 10.1 eV
energy relative to the best compared isomer or geometry (same formula, charge and spin) = 32.32 kcal/mol
highest occupied orbital energy = -8.1684 eV

---

This record from the OMol25 dataset describes a cluster of 9 separate species, C4H24O10 in total at a distorted geometry. The level of theory is ωB97M-V/def2-TZVPD.

ORCA input file:
```
! RIJCOSX wB97M-V def2-TZVPD def2/J DEFGRID3
* xyz 0 1
O 1.694 1.669 -1.646
O 0.434 3.710 0.156
O -2.327 -0.038 -2.039
O -1.799 2.340 -0.094
O -1.870 2.359 2.580
O 2.510 -0.205 0.250
O 0.095 -0.573 1.943
O 0.921 2.292 2.249
O -0.507 -2.831 -2.770
O 1.899 -2.785 -1.588
C 0.098 -1.925 1.608
C -0.599 -2.205 0.307
C -1.781 -1.031 -1.607
C -0.596 -0.966 -0.711
H 1.762 -0.278 0.849
H 0.820 1.324 2.185
H -0.809 -0.173 1.783
H -2.045 -2.004 -1.803
H -2.228 1.869 -0.809
H -2.152 2.439 1.592
H 0.737 3.183 0.961
H 1.193 -2.157 1.541
H 0.317 -1.020 -1.364
H 2.248 -1.941 -1.208
H -0.320 -3.477 -3.437
H -1.707 -2.468 0.374
H 0.433 -2.696 -2.399
H -2.521 1.711 2.863
H -1.036 2.872 -0.303
H 2.591 -3.273 -1.952
H 0.252 2.492 2.912
H -0.062 -3.085 -0.096
H -0.706 -0.106 -0.020
H 0.396 4.653 0.450
H 0.794 1.870 -1.754
H -0.432 -2.494 2.432
H 2.259 0.517 -0.317
H 2.042 2.433 -1.113
*
```

Calculated values
frontier orbital gap = 10.0 eV
energy relative to the best compared isomer or geometry (same formula, charge and spin) = 31.86 kcal/mol
highest occupied orbital energy = -9.6444 eV
structure (SMILES) = O=CCCCO.O.O.O.O.O.O.O.O

---

This record from the OMol25 dataset describes a cluster of 8 separate species, C4H24O7 in total at a distorted geometry. The level of theory is ωB97M-V/def2-TZVPD.

ORCA input file:
```
! RIJCOSX wB97M-V def2-TZVPD def2/J DEFGRID3
* xyz 0 1
O -2.319 -2.586 2.397
O -1.799 -1.945 -1.471
O 2.283 1.008 -2.069
O 0.444 -1.208 2.655
O -0.970 0.260 -3.349
O 3.453 -0.117 1.778
O 1.839 -1.418 -2.056
C 0.282 2.259 1.413
C -0.537 0.658 -0.246
C -0.768 2.079 0.345
C -2.183 2.195 0.973
H -2.677 3.140 0.715
H -2.641 -1.688 2.218
H 2.862 -0.788 2.128
H 0.354 0.839 -0.864
H 2.457 0.642 -1.191
H -0.006 -1.643 1.927
H -1.608 -2.791 -1.885
H -0.497 0.882 -2.789
H 3.225 0.755 2.105
H 1.314 2.056 1.041
H -0.521 -0.045 0.647
H 0.694 -1.976 3.190
H -2.754 -1.841 -1.450
H -2.417 2.386 2.080
H 0.261 3.283 1.806
H 0.942 -1.059 -2.062
H -2.763 1.302 0.709
H -1.182 0.186 -0.988
H 1.895 -1.900 -2.889
H -1.449 -2.483 2.009
H -0.759 2.907 -0.371
H 2.705 0.372 -2.648
H -1.819 0.584 -3.649
H 0.136 1.477 2.228
*
```

Calculated values
frontier orbital gap = 10.6 eV
energy relative to the best compared isomer or geometry (same formula, charge and spin) = 57.25 kcal/mol
highest occupied orbital energy = -10.4220 eV
structure (SMILES) = CC(C)C.O.O.O.O.O.O.O

---

This record from the OMol25 dataset describes a cluster of 8 separate species, C4H25N2O8 in total at a distorted geometry. The level of theory is ωB97M-V/def2-TZVPD.

ORCA input file:
```
! RIJCOSX wB97M-V def2-TZVPD def2/J DEFGRID3
* xyz 1 1
O 1.275 4.001 0.919
O 2.387 1.215 -0.769
O 1.634 -1.503 -2.204
O 1.631 -1.555 1.150
O -1.184 -1.664 -2.368
O 0.227 -3.124 -0.709
O -0.313 -1.515 3.049
O 0.803 1.505 1.584
N 0.002 0.635 -2.032
N -2.659 0.357 1.630
C -1.351 0.644 1.077
C -1.356 0.810 -1.450
C -1.469 1.580 -0.141
C -0.254 1.094 2.034
H 1.849 1.384 0.023
H 0.742 -2.390 -0.350
H 2.529 -1.367 -2.534
H -0.776 2.423 -0.101
H -0.012 0.215 -2.957
H 0.541 -0.016 -1.456
H -0.285 0.913 3.114
H 3.163 1.761 -0.603
H 1.671 -0.601 1.247
H 1.491 3.522 1.721
H 0.032 -1.796 2.187
H -1.846 -0.136 -1.307
H 2.225 -2.056 1.712
H -2.851 0.906 2.455
H 0.699 -3.944 -0.858
H -1.541 -2.259 -3.045
H -2.889 -0.615 1.736
H -0.323 -2.266 3.648
H 1.536 -2.448 -2.132
H -2.469 2.005 -0.183
H -0.907 -0.339 0.858
H -0.758 -2.353 -1.823
H 0.400 4.366 1.042
H 0.544 1.498 -2.012
H -2.138 1.110 -2.153
*
```

Calculated values
frontier orbital gap = 9.7 eV
energy relative to the best compared isomer or geometry (same formula, charge and spin) = 60.98 kcal/mol
highest occupied orbital energy = -12.4054 eV

---

This record from the OMol25 dataset describes a cluster of 8 separate species, C4H25N2O8S in total at a distorted geometry. The level of theory is ωB97M-V/def2-TZVPD.

ORCA input file:
```
! RIJCOSX wB97M-V def2-TZVPD def2/J DEFGRID3
* xyz -1 1
S -2.160 -3.998 -0.659
O 3.481 -1.925 0.954
O 2.119 2.291 -0.307
O 1.739 0.070 0.652
O -2.226 0.761 -1.881
O 0.482 2.091 -2.842
O -1.508 3.333 1.160
O 0.279 4.343 -0.661
O -2.334 0.915 2.239
N 0.089 -1.482 1.365
N 1.274 -1.358 -1.660
C -0.530 -1.914 0.091
C -1.472 -3.019 0.623
C 0.570 -0.054 1.317
C 0.433 -2.393 -1.069
H 0.110 2.737 -2.246
H -0.207 0.589 0.904
H 0.704 0.204 2.445
H -0.354 -2.633 -1.868
H 1.859 1.286 -0.214
H -3.045 -3.096 -0.915
H -0.747 -3.723 1.160
H -1.375 0.356 -1.919
H -2.201 1.620 -1.418
H 1.384 2.294 -2.676
H -0.464 4.203 -0.062
H -1.941 0.176 1.840
H -0.860 2.700 0.884
H 1.965 -0.990 -1.036
H -2.143 2.794 1.656
H 2.780 2.476 0.373
H 1.015 -3.291 -0.931
H 2.654 -1.360 0.958
H -2.159 -2.713 1.453
H 3.560 -2.257 0.051
H -1.093 -1.068 -0.359
H 0.974 3.684 -0.540
H 0.919 -1.982 1.628
H -2.274 0.851 3.243
H 0.704 -0.516 -1.733
*
```

Calculated values
frontier orbital gap = 7.7 eV
energy relative to the best compared isomer or geometry (same formula, charge and spin) = 0.00 kcal/mol
highest occupied orbital energy = -4.9749 eV

---

Looking at DFT total energy for the records above, in order, we have -2595.8356 -1696.8164 -919.1755 -693.3992 -878.5867 -1277.0421 a.u..